{"formula": "C30H47F9I2O11S3", "method": "the ωB97M-V functional and the def2-TZVPD basis", "elements": ["C", "C", "I", "C", "I", "C", "C", "O", "C", "C", "C", "C", "C", "C", "O", "S", "O", "O", "O", "C", "S", "C", "C", "C", "C", "C", "F", "F", "C", "F", "F", "S", "F", "F", "F", "F", "F", "H", "H", "H", "H", "H", "H", "H", "H", "H", "H", "H", "H", "H", "H", "H", "H", "H", "H", "H", "C", "O", "C", "C", "O", "C", "C", "O", "C", "H", "H", "H", "H", "H", "H", "H", "H", "H", "H", "H", "H", "H", "H", "C", "O", "C", "C", "O", "C", "C", "O", "C", "H", "H", "H", "H", "H", "H", "H", "H", "H", "H", "H", "H", "H", "H"], "xyz": [[2.7131, 3.3253, 0.0495], [2.2986, 1.7368, 0.2874], [2.3096, 0.9694, 2.3050], [1.9014, 0.8760, -0.8373], [1.8502, 1.9329, -2.8095], [1.4543, -0.6897, -0.8562], [-0.1951, -0.5713, -0.7662], [-0.8690, -1.6392, -0.0368], [-1.9291, -0.9536, 0.7454], [-1.8980, -1.0651, 2.3944], [-3.0455, -0.3065, 3.3051], [-4.2508, 0.6049, 2.5905], [-4.3148, 0.7123, 0.9486], [-3.1635, -0.0700, 0.0725], [1.7718, -1.0215, -2.2969], [3.4586, -1.4372, -2.2199], [4.4983, -0.2613, -2.3467], [4.0212, -2.4104, -3.2982], [3.6981, -1.8447, -0.5459], [2.2599, -1.8855, -0.1160], [1.6958, -3.3801, -1.1800], [1.8799, -2.4679, 1.3542], [3.2462, -2.5831, 2.2800], [4.0321, -4.0152, 2.1531], [3.3521, -5.0278, 3.2701], [3.6311, -6.5645, 2.7212], [2.7573, -6.9289, 1.5430], [5.0162, -6.4889, 2.1129], [3.7254, -7.7095, 3.8696], [4.0810, -9.0011, 3.1713], [4.9263, -7.3963, 4.7224], [2.2699, -7.9377, 4.9915], [3.3035, -8.8306, 6.0675], [1.9278, -9.4333, 4.1781], [1.1457, -7.1677, 3.9659], [2.5807, -6.5424, 5.9332], [0.9715, -8.2985, 6.0523], [1.7726, 3.9710, -0.2121], [3.1428, 3.7108, 1.0910], [3.5986, 3.4321, -0.7364], [-0.4297, 0.4622, -0.2503], [-0.6260, -0.4739, -1.8753], [-1.0321, -1.7245, 2.8828], [-2.9887, -0.3955, 4.4942], [-5.0601, 1.1769, 3.2123], [-5.1578, 1.3084, 0.3954], [-3.1887, -0.0244, -1.1017], [2.8117, -4.2599, -1.3247], [1.0490, -1.7948, 1.8313], [1.4338, -3.5745, 1.3162], [4.0053, -1.6940, 2.0598], [2.8968, -2.4228, 3.4063], [5.1731, -3.8190, 2.4418], [3.9587, -4.3967, 1.0491], [2.2007, -4.7893, 3.2681], [3.7528, -4.8417, 4.3683], [-7.5893, -1.3398, 2.4034], [-8.3321, -0.5684, 1.4736], [-9.2728, -1.3378, 0.7260], [-10.5756, -0.5534, 0.5183], [-11.3781, -0.4012, 1.6974], [-10.8479, 0.4307, 2.7344], [-10.7801, 1.9232, 2.3937], [-9.7683, 2.1856, 1.4227], [-10.1706, 3.1114, 0.4332], [-6.8038, -1.8954, 1.8874], [-7.1294, -0.6534, 3.1198], [-8.2362, -2.0223, 2.9639], [-9.4967, -2.2896, 1.2200], [-8.8188, -1.5465, -0.2489], [-11.1954, -1.1227, -0.1840], [-10.3952, 0.4104, 0.0456], [-9.8848, 0.0513, 3.0824], [-11.5354, 0.3165, 3.5805], [-10.5196, 2.4902, 3.2925], [-11.7637, 2.2585, 2.0455], [-11.1627, 2.8753, 0.0426], [-9.4594, 3.0602, -0.3947], [-10.1603, 4.1276, 0.8473], [5.1944, 7.0061, -7.2308], [5.8679, 5.9045, -6.6441], [7.2858, 6.0608, -6.6144], [7.8672, 5.5106, -5.3048], [7.5836, 6.3032, -4.1434], [6.2196, 6.3491, -3.7123], [5.6774, 5.0334, -3.1438], [5.5046, 4.0593, -4.1718], [5.9255, 2.7647, -3.7908], [5.2748, 6.9591, -8.3186], [4.1398, 6.9461, -6.9479], [5.5857, 7.9584, -6.8586], [7.5771, 7.1106, -6.7283], [7.6924, 5.4902, -7.4566], [8.9590, 5.5151, -5.4007], [7.5848, 4.4718, -5.1431], [5.5760, 6.7443, -4.5011], [6.1928, 7.0921, -2.9069], [4.6944, 5.2080, -2.6963], [6.3550, 4.6721, -2.3618], [6.9052, 2.7870, -3.3089], [6.0045, 2.1503, -4.6909], [5.1844, 2.3146, -3.1181]], "forces_ev_per_a": [[0.60, -0.54, 1.47], [-0.93, -1.08, -4.36], [-0.02, 0.61, -1.31], [1.65, 2.51, 3.74], [-0.14, -0.81, 1.61], [-0.72, 1.68, -1.35], [0.10, 1.23, -0.85], [-1.91, 3.01, 1.20], [-3.21, 1.47, 3.20], [-2.47, 1.78, -1.92], [-0.11, 0.45, -3.78], [2.90, -2.02, -2.74], [3.57, -2.67, 2.27], [0.41, -0.42, 2.87], [2.86, -0.28, 1.55], [8.01, 1.95, -4.47], [-5.01, -3.01, 1.27], [-3.86, 1.99, 4.24], [-3.20, 1.22, -1.15], [-0.78, -3.04, -0.36], [-0.08, -1.78, -0.40], [0.95, 0.06, 1.42], [-0.01, 0.85, 0.73], [0.09, 1.06, 0.82], [-0.36, -0.10, -1.34], [1.35, 1.62, -2.16], [2.52, 0.87, 4.08], [-3.84, -0.87, 1.86], [5.30, -1.46, -2.25], [-1.24, 4.29, 2.56], [-4.13, -0.74, -2.75], [-2.84, -3.45, 3.24], [-2.20, 1.85, -2.19], [0.29, 3.25, 1.75], [2.65, -1.07, 2.08], [-0.69, -2.50, -2.49], [2.64, 0.96, -2.21], [1.86, -1.38, 0.28], [-1.00, -0.80, -2.27], [-2.19, -0.38, 1.54], [0.69, -2.15, -0.94], [1.18, -0.43, 2.26], [-2.24, 1.67, -1.08], [-0.16, 0.23, -3.03], [1.85, -1.34, -1.20], [1.87, -1.34, 1.26], [-0.03, -0.03, 2.60], [-0.99, 1.58, 0.77], [1.86, -1.13, -0.89], [0.95, 2.69, -0.33], [-1.76, -1.94, 0.30], [0.83, -0.40, -2.26], [-2.58, -0.63, -0.79], [0.14, 0.49, 2.30], [2.18, -0.90, 0.05], [-0.60, -0.65, -2.48], [-0.02, 0.33, -0.17], [-0.24, -0.36, 0.32], [-0.09, 0.69, -0.05], [-0.01, -0.33, 0.13], [0.42, 0.21, -0.10], [-0.14, 0.09, 0.04], [0.40, -0.41, -0.07], [-0.40, -0.12, -0.18], [0.32, 0.10, 0.23], [0.08, -0.18, 0.12], [0.00, -0.03, -0.19], [0.01, -0.08, -0.06], [0.01, 0.07, 0.07], [-0.19, -0.16, -0.12], [0.02, -0.05, 0.21], [0.26, 0.04, 0.11], [0.06, 0.21, -0.20], [-0.08, 0.04, -0.20], [-0.18, -0.05, 0.20], [0.06, -0.04, -0.07], [-0.12, 0.03, 0.01], [0.02, -0.01, 0.16], [-0.15, 0.01, -0.18], [-0.04, -0.41, 0.17], [0.12, 0.57, 0.11], [-0.24, -0.53, 0.40], [0.08, 0.29, -0.11], [-0.30, -0.25, -0.25], [0.01, -0.02, 0.18], [-0.01, 0.08, -0.65], [0.41, 0.25, 0.21], [-0.40, -0.11, -0.03], [-0.01, 0.21, -0.12], [0.13, -0.11, -0.08], [0.06, 0.02, -0.08], [-0.08, 0.00, 0.05], [0.27, 0.05, 0.02], [-0.11, 0.18, 0.04], [-0.26, 0.02, -0.13], [-0.02, -0.30, -0.02], [0.16, -0.14, 0.01], [-0.03, 0.22, 0.21], [0.04, -0.03, -0.08], [0.07, 0.01, 0.10], [-0.12, 0.10, 0.07], [0.22, -0.16, 0.01]], "homo_lumo_gap_ev": 6.38, "energy_ev": -127531.57320}